Entry from the OMol25 dataset: a structure of composition C46H45FN10O3RbSe (wB97M-V/def2-TZVPD).

Geometry as ORCA input:
```
! RIJCOSX wB97M-V def2-TZVPD def2/J DEFGRID3
* xyz 1 1
Rb -0.51011 0.23329 -0.27689
N 2.23482 -1.38619 3.79279
C 1.59220 -0.84261 2.74166
N 0.59667 -1.35718 2.11105
C 0.12241 -2.59936 2.53275
N -0.75558 -3.29166 1.90315
N -1.38997 -2.68174 0.84275
C -1.37288 -3.30804 -0.25825
C -2.23441 -2.85805 -1.38185
C -2.58267 -3.77627 -2.36719
C -3.42054 -3.36705 -3.39194
C -3.86761 -2.05732 -3.40656
C -3.45268 -1.20746 -2.38730
N -2.66109 -1.59551 -1.39743
C 0.68806 -3.18813 3.76580
C 0.18272 -4.35526 4.34220
C 0.76577 -4.88816 5.47204
C 1.87418 -4.26321 6.04685
C 2.38410 -3.10504 5.49938
C 1.77937 -2.57138 4.36357
H 3.03921 -0.91360 4.17094
H 1.97897 0.11475 2.41693
H -0.78289 -4.21432 -0.41088
H -2.21607 -4.79245 -2.31369
H -3.72511 -4.06466 -4.16186
H -4.51822 -1.68984 -4.18740
H -3.74543 -0.16462 -2.37675
H -0.66919 -4.82645 3.87387
H 0.36590 -5.79056 5.91243
H 2.33609 -4.68473 6.92879
H 3.23807 -2.61105 5.94344
C -2.22297 3.94799 0.13726
C -0.90454 3.55415 0.73822
C 0.28404 3.84548 0.07522
C 1.50272 3.44167 0.58737
C 1.56778 2.74221 1.78531
C 0.39136 2.44859 2.46123
C -0.83205 2.84959 1.93693
H -3.05471 3.63654 0.76932
H -2.33530 3.47916 -0.84203
H -2.28719 5.02914 0.00591
H 0.24791 4.36075 -0.87530
H 2.40328 3.66835 0.03353
H 2.52659 2.43015 2.18281
H 0.41667 1.90370 3.39690
H -1.74550 2.60561 2.46881
F 2.13996 -5.04229 -5.24944
C 1.66385 -3.79835 -5.49728
C 1.30245 -3.00183 -4.44916
C 0.74678 -1.74579 -4.68708
C 0.40558 -0.88050 -3.54639
O 0.68350 -1.24100 -2.39735
C -0.20775 0.38206 -3.87664
C -0.40123 0.70058 -5.17169
N -0.02863 -0.08335 -6.23814
C -0.25249 0.38016 -7.58227
C 0.92876 0.77410 -8.42655
C -0.00727 1.82135 -7.89965
C 0.54148 -1.31895 -6.00876
C 0.95465 -2.14161 -7.06810
C 1.52129 -3.37876 -6.82610
N 1.94532 -4.16426 -7.93152
C 2.96082 -5.19056 -7.77463
C 3.49904 -5.53720 -9.17648
N 3.11968 -4.41909 -10.10223
C 1.62887 -4.39483 -10.31794
C 0.96765 -4.53345 -8.93574
C -0.36830 1.42017 -2.76402
O -1.51230 1.64200 -2.32665
O 0.72501 1.84782 -2.35299
H 1.41667 -3.34261 -3.42863
H -0.86635 1.63620 -5.44846
H -1.08244 -0.10354 -8.08791
H 0.90653 0.53649 -9.48096
H 1.89922 0.71031 -7.95337
H -0.69279 2.29682 -8.58476
H 0.36610 2.45786 -7.11130
H 0.85936 -1.79537 -8.08696
H 2.58743 -6.10987 -7.31508
H 3.76272 -4.80455 -7.14645
H 3.05244 -6.43953 -9.59088
H 4.58159 -5.64101 -9.19415
H 3.61961 -4.47456 -10.98901
H 3.36801 -3.54109 -9.63718
H 1.38784 -5.21824 -10.98779
H 1.39755 -3.45162 -10.81040
H 0.61439 -5.56252 -8.78783
H 0.10060 -3.88050 -8.87672
C 5.23800 2.26006 -0.15272
N 4.52420 1.45163 -1.11611
C 4.03560 0.20321 -0.90348
Se 4.17179 -0.77419 0.64686
N 3.45730 -0.19216 -2.06102
C 3.55928 0.79982 -3.01921
C 3.17668 0.86727 -4.34522
C 3.45628 2.04278 -5.02526
C 4.11107 3.10869 -4.40592
C 4.52391 3.02676 -3.08436
C 4.23732 1.85284 -2.41132
H 5.36713 1.66699 0.74887
H 4.67118 3.16114 0.07516
H 6.21322 2.53718 -0.55331
H 2.83976 -0.99152 -2.09236
H 2.68294 0.03915 -4.83445
H 3.16644 2.13769 -6.06406
H 4.30785 4.01208 -4.96645
H 5.03945 3.84585 -2.60295
*
```

Output
**LUMO**: -3.23 eV
**ΔE to the lowest compared entry with this formula, charge and spin**: 38.0 kJ/mol
**DFT total energy**: -5078.4142 hartree
**HOMO-LUMO gap**: 5.529 eV

Atomic partial charges in e from the Löwdin method, atoms 1 to 99:
1. Rb 0.93
2. N 0.12
3. C -0.25
4. N 0.10
5. C -0.29
6. N 0.07
7. N 0.02
8. C -0.11
9. C -0.28
10. C -0.03
11. C -0.07
12. C -0.06
13. C -0.12
14. N 0.08
15. C -0.08
16. C -0.01
17. C -0.07
18. C -0.07
19. C -0.02
20. C -0.18
21. H 0.15
22. H 0.06
23. H 0.12
24. H 0.11
25. H 0.10
26. H 0.10
27. H 0.11
28. H 0.11
29. H 0.10
30. H 0.11
31. H 0.11
32. C -0.04
33. C -0.30
34. C -0.05
35. C -0.08
36. C -0.10
37. C -0.11
38. C -0.08
39. H 0.08
40. H 0.07
41. H 0.09
42. H 0.12
43. H 0.09
44. H 0.10
45. H 0.10
46. H 0.12
47. F 0.06
48. C -0.19
49. C 0.09
50. C -0.06
51. C -0.33
52. O -0.05
53. C -0.04
54. C 0.05
55. N 0.00
56. C -0.27
57. C -0.10
58. C -0.08
59. C -0.13
60. C 0.06
61. C -0.15
62. N -0.11
63. C -0.13
64. C -0.07
65. N 0.05
66. C -0.07
67. C -0.12
68. C -0.79
69. O -0.11
70. O -0.03
71. H 0.15
72. H 0.15
73. H 0.15
74. H 0.10
75. H 0.10
76. H 0.11
77. H 0.11
78. H 0.11
79. H 0.13
80. H 0.14
81. H 0.14
82. H 0.14
83. H 0.19
84. H 0.18
85. H 0.14
86. H 0.13
87. H 0.14
88. H 0.13
89. C -0.03
90. N -0.07
91. C -0.74
92. Se 0.64
93. N 0.14
94. C -0.18
95. C 0.00
96. C -0.08
97. C -0.08
98. C 0.00
99. C -0.16